60
Properties=species:S:1:pos:R:3 method="wB97M-V/def2-TZVPD" total_charge=+1 homo_ha=-0.3883 orbital_gap_ha=0.2728 lumo_ev=-3.1
C -2.188 4.900 -0.189
O -2.590 3.809 -1.007
C -1.787 2.668 -0.791
C -2.525 1.482 -0.148
C -1.898 0.248 0.039
C -0.436 0.086 -0.410
C -0.126 -1.217 -1.203
C 1.177 -1.152 -2.053
C 0.865 -0.767 -3.593
C 2.254 -0.384 -4.287
N 2.633 0.983 -3.718
C -2.642 -0.861 0.702
C -1.976 -2.224 0.974
C -0.917 -2.072 2.148
C 0.400 -2.896 1.928
C 1.608 -2.098 2.522
N 1.961 -0.871 1.739
C 1.869 0.349 2.574
C 3.225 -0.942 1.118
C 4.314 0.139 1.334
O 3.457 -1.867 0.347
C -3.940 -0.726 1.127
F -4.599 -1.755 1.712
C -4.671 0.513 0.979
N -5.900 0.796 1.370
S -6.132 2.369 0.961
N -4.692 2.680 0.301
C -3.896 1.597 0.331
H -2.735 5.822 -0.450
H -2.350 4.706 0.892
H -1.104 5.116 -0.333
H -0.977 2.956 -0.075
H -1.276 2.417 -1.746
H -0.085 0.934 -1.040
H 0.182 0.151 0.511
H 0.078 -2.000 -0.455
H -0.975 -1.586 -1.809
H 1.581 -2.229 -2.084
H 1.986 -0.524 -1.570
H 0.396 -1.664 -4.037
H 0.166 0.092 -3.550
H 2.217 -0.384 -5.387
H 3.034 -1.128 -3.869
H 3.445 0.861 -3.065
H 1.875 1.329 -3.108
H -1.557 -2.693 0.071
H -2.744 -2.933 1.342
H -0.696 -0.994 2.243
H -1.413 -2.444 3.066
H 0.567 -3.216 0.887
H 0.323 -3.812 2.553
H 2.483 -2.777 2.553
H 1.350 -1.744 3.541
H 0.865 0.467 3.030
H 2.610 0.367 3.398
H 2.014 1.257 1.953
H 4.008 1.136 0.950
H 5.230 -0.131 0.775
H 4.544 0.275 2.405
Cs 4.111 -0.411 -2.397

59
Properties=species:S:1:pos:R:3 method="wB97M-V/def2-TZVPD" homo_ha=-0.3192 orbital_gap_ha=0.3405 lumo_ev=0.6
C -5.124 -3.483 -0.755
C -6.311 -2.952 0.036
O -5.988 -1.719 0.686
C -6.064 -0.609 -0.042
O -6.438 -0.559 -1.183
C -5.572 0.591 0.751
C -4.141 0.812 0.372
C -3.694 1.132 -0.872
S -1.975 1.247 -0.892
C -1.986 0.839 0.814
N -0.888 0.723 1.626
C 0.466 0.741 1.422
O 1.203 0.503 2.356
C 1.000 1.095 0.048
N 2.340 0.573 -0.056
C 2.706 -0.275 -1.045
O 1.986 -0.521 -1.991
C 4.098 -0.867 -0.888
C 4.156 -1.811 0.318
C 5.541 -2.442 0.428
C 6.627 -1.372 0.551
C 8.008 -2.010 0.660
C 6.555 -0.431 -0.652
C 5.176 0.214 -0.762
C 0.967 2.633 -0.151
C 1.233 2.964 -1.616
C 1.986 3.321 0.755
N -3.167 0.651 1.304
H -5.373 -4.450 -1.182
H -4.259 -3.592 -0.106
H -4.877 -2.796 -1.561
H -6.586 -3.634 0.843
H -7.167 -2.789 -0.626
H -5.629 0.386 1.818
H -6.175 1.460 0.486
H -4.265 1.289 -1.763
H -1.148 0.492 2.582
H 0.416 0.612 -0.744
H 2.877 0.618 0.798
H 4.289 -1.449 -1.795
H 3.936 -1.262 1.237
H 3.400 -2.591 0.207
H 5.574 -3.102 1.297
H 5.735 -3.049 -0.459
H 6.439 -0.789 1.460
H 8.776 -1.246 0.763
H 8.059 -2.667 1.526
H 8.227 -2.598 -0.229
H 7.316 0.347 -0.559
H 6.766 -0.996 -1.563
H 4.996 0.823 0.126
H 5.140 0.871 -1.634
H -0.035 2.983 0.117
H 1.252 4.041 -1.760
H 0.459 2.541 -2.251
H 2.190 2.552 -1.926
H 2.997 3.090 0.429
H 1.870 3.003 1.788
H 1.853 4.399 0.710

55
Properties=species:S:1:pos:R:3 method="wB97M-V/def2-TZVPD" total_charge=+1 homo_ha=-0.3661 orbital_gap_ha=0.2892 lumo_ev=-2.1
C 2.951 -3.341 -3.902
N 1.686 -4.039 -3.763
C 1.487 -5.144 -4.682
C 0.834 -3.771 -2.732
C -0.472 -4.323 -2.694
C -1.438 -3.772 -1.857
C -1.108 -2.848 -0.853
C -2.096 -2.282 0.181
C -1.448 -1.962 1.528
C -1.819 -0.827 2.272
C -1.356 -0.638 3.568
C -0.358 -1.486 4.115
N 0.236 -1.227 5.322
C 1.274 -2.088 5.856
C 0.119 0.048 5.997
C 0.012 -2.620 3.350
C -0.537 -2.864 2.096
N -3.180 -3.244 0.449
C -4.088 -2.859 1.568
N -3.972 -3.471 -0.755
C -4.545 -4.833 -0.758
C -4.974 -2.415 -0.921
C 0.217 -2.380 -0.825
C 1.179 -2.849 -1.707
H 2.838 -2.268 -3.698
H 3.718 -3.736 -3.216
H 3.297 -3.475 -4.934
H 0.439 -5.232 -4.993
H 2.109 -4.951 -5.566
H 1.793 -6.105 -4.234
H -0.751 -5.117 -3.385
H -2.467 -4.076 -2.035
H -2.605 -1.404 -0.240
H -2.503 -0.086 1.837
H -1.754 0.183 4.164
H 0.986 -3.141 5.776
H 2.241 -1.952 5.348
H 1.404 -1.845 6.915
H -0.894 0.454 5.917
H 0.348 -0.121 7.057
H 0.831 0.799 5.612
H 0.759 -3.310 3.732
H -0.211 -3.748 1.543
H -2.731 -4.155 0.617
H -4.986 -3.486 1.497
H -3.584 -3.004 2.534
H -4.361 -1.802 1.434
H -5.037 -4.971 -1.729
H -3.730 -5.567 -0.669
H -5.271 -4.987 0.060
H -5.385 -2.523 -1.931
H -5.807 -2.518 -0.201
H -4.502 -1.427 -0.832
H 0.505 -1.626 -0.088
H 2.206 -2.483 -1.634

60
Properties=species:S:1:pos:R:3 method="wB97M-V/def2-TZVPD" homo_ha=-0.3170 orbital_gap_ha=0.3348 lumo_ev=0.5
C 3.498 -3.495 0.960
C 2.166 -2.826 0.634
C 2.294 -1.308 0.560
C 1.089 -3.257 1.642
N -0.221 -3.504 1.072
N -0.990 -2.444 0.575
C -1.979 -3.033 -0.210
C -3.062 -2.167 -0.777
C -3.671 -2.820 -2.008
O -4.653 -3.537 -1.944
N -3.036 -2.564 -3.174
C -1.644 -2.153 -3.431
C -1.610 -3.166 -4.607
C -0.820 -4.431 -4.313
N 0.630 -4.256 -4.330
C 1.356 -4.469 -5.577
C 1.259 -4.039 -3.152
O 0.638 -3.878 -2.106
C 2.766 -4.075 -3.111
C 3.256 -5.470 -2.709
O 4.165 -6.000 -3.324
N 2.641 -6.035 -1.648
C 3.092 -7.304 -1.156
C 2.152 -8.093 -0.304
C 2.474 -8.559 -1.698
C -3.128 -3.386 -4.383
C -1.738 -4.343 -0.367
C -0.524 -4.657 0.374
O 0.165 -5.670 0.401
H 3.851 -3.214 1.956
H 3.401 -4.582 0.929
H 4.268 -3.200 0.244
H 1.834 -3.189 -0.341
H 2.623 -0.898 1.519
H 3.025 -1.011 -0.194
H 1.339 -0.846 0.302
H 1.363 -4.209 2.096
H 0.984 -2.526 2.448
H -1.333 -1.840 1.316
H -3.864 -2.034 -0.050
H -2.650 -1.186 -1.022
H -1.575 -1.108 -3.738
H -0.949 -2.367 -2.622
H -1.337 -2.743 -5.574
H -1.098 -4.804 -3.326
H -1.076 -5.199 -5.046
H 1.903 -3.578 -5.886
H 2.058 -5.300 -5.499
H 0.635 -4.704 -6.356
H 3.248 -3.838 -4.054
H 3.085 -3.357 -2.355
H 1.896 -5.552 -1.158
H 4.150 -7.334 -0.931
H 2.571 -8.635 0.532
H 1.178 -7.660 -0.124
H 1.711 -8.434 -2.454
H 3.114 -9.420 -1.827
H -3.439 -4.412 -4.177
H -3.781 -2.956 -5.142
H -2.286 -5.038 -0.981

63
Properties=species:S:1:pos:R:3 method="wB97M-V/def2-TZVPD" multiplicity=2 total_charge=-1 homo_ha="-0.1842 / -0.1827" orbital_gap_ha="0.2755 / 0.2739" lumo_ev="2.5 / 2.5"
Ti -0.966 0.800 -1.055
O -3.841 -0.258 -0.626
P -3.270 -0.994 -1.961
O -3.872 -2.314 -2.152
O -1.751 -0.831 -1.839
O -3.710 0.032 -3.119
P -3.079 1.496 -3.435
O -4.371 2.436 -3.282
O -2.527 1.589 -4.783
O -2.191 1.820 -2.217
H -4.510 -0.825 -0.227
H -4.714 2.399 -2.382
C 1.953 1.278 -3.549
Si 1.557 0.673 -1.794
C 2.819 1.546 -0.671
C 2.114 -1.154 -1.831
C 3.244 -1.631 -1.164
C 3.646 -2.959 -1.263
C 2.916 -3.849 -2.036
C 1.777 -3.404 -2.696
C 1.383 -2.078 -2.588
H 3.006 1.110 -3.794
H 1.740 2.347 -3.639
H 1.340 0.766 -4.294
H 3.841 1.400 -1.032
H 2.758 1.181 0.357
H 2.623 2.622 -0.650
H 3.825 -0.956 -0.545
H 4.529 -3.298 -0.731
H 3.225 -4.885 -2.116
H 1.188 -4.094 -3.289
H 0.475 -1.758 -3.090
C 0.487 -3.541 0.901
C 0.150 -2.301 1.683
C 0.122 -2.308 3.079
C -0.201 -1.154 3.773
C -0.242 -1.149 5.280
C -0.498 0.019 3.082
C -0.463 0.070 1.682
C -0.136 -1.125 1.017
N -0.737 1.176 0.876
C -0.768 2.548 1.394
C 0.502 2.907 2.178
C -2.037 2.833 2.209
C -0.808 3.463 0.163
H 0.494 -4.421 1.545
H 1.470 -3.448 0.434
H -0.233 -3.702 0.099
H 0.348 -3.221 3.619
H -0.014 -2.137 5.682
H -1.228 -0.855 5.646
H 0.482 -0.442 5.692
H -0.758 0.890 3.664
H -0.051 -1.159 -0.069
H 0.621 2.332 3.094
H 0.476 3.966 2.447
H 1.378 2.731 1.553
H -2.097 2.223 3.107
H -2.915 2.615 1.599
H -2.072 3.884 2.508
H 0.050 3.261 -0.490
H -0.755 4.511 0.460
H -1.727 3.333 -0.413

65
Properties=species:S:1:pos:R:3 method="wB97M-V/def2-TZVPD" total_charge=+1 homo_ha=-0.4019 orbital_gap_ha=0.3141 lumo_ev=-2.4
Al -0.587 -0.805 0.325
C 3.085 4.805 -0.203
Sb 1.586 3.633 -1.182
C 2.082 4.240 -3.169
C -0.025 5.033 -0.858
C -0.582 4.933 0.531
C 0.060 5.639 1.552
C -0.412 5.639 2.853
C -1.575 4.946 3.156
C -2.232 4.255 2.154
C -1.744 4.207 0.846
C -2.532 3.451 -0.182
Sb -2.500 1.294 -0.072
C -3.572 1.090 1.771
C -4.163 0.993 -1.346
H 3.028 5.840 -0.541
H 4.069 4.408 -0.450
H 2.953 4.771 0.877
H 1.938 5.315 -3.271
H 1.463 3.720 -3.897
H 3.127 4.003 -3.364
H -0.775 4.887 -1.632
H 0.420 6.016 -1.016
H 0.937 6.226 1.305
H 0.104 6.206 3.616
H -1.983 4.969 4.158
H -3.166 3.755 2.382
H -2.283 3.735 -1.202
H -3.600 3.636 -0.054
H -4.526 1.609 1.674
H -3.032 1.536 2.607
H -3.780 0.038 1.965
H -4.907 1.739 -1.068
H -4.560 -0.009 -1.213
H -3.868 1.117 -2.385
O -3.930 -2.967 -0.945
S -2.663 -2.379 -1.237
O -2.590 -1.340 -2.225
O -2.049 -1.879 0.076
C -1.586 -3.686 -1.811
C -2.237 -4.790 -2.332
C -1.520 -5.798 -2.970
C -0.149 -5.704 -3.102
C 0.523 -4.612 -2.567
C -0.189 -3.613 -1.924
S 0.777 -2.371 -1.142
O 0.135 -1.026 -1.402
O 2.134 -2.470 -1.556
O 0.541 -2.497 0.333
H -3.312 -4.850 -2.243
H -2.049 -6.652 -3.370
H 0.410 -6.479 -3.608
H 1.598 -4.534 -2.635
N -0.951 -0.798 2.305
C 0.350 -0.801 3.022
C 1.172 0.312 2.391
N 1.160 0.094 0.927
H -1.478 0.027 2.584
H -1.534 -1.599 2.539
H 0.820 -1.770 2.859
H 0.219 -0.648 4.092
H 2.184 0.332 2.791
H 0.710 1.282 2.591
H 1.876 -0.584 0.676
H 1.368 0.964 0.426

57
Properties=species:S:1:pos:R:3 method="wB97M-V/def2-TZVPD" total_charge=+2 homo_ha=-0.4955 orbital_gap_ha=0.2612 lumo_ev=-6.4
Al 0.277 1.056 0.019
C 1.841 2.213 -2.185
N 2.016 1.473 -0.893
C 2.947 0.334 -1.128
C 2.645 2.381 0.118
C 1.661 3.462 0.484
N 0.387 2.834 0.968
C -0.743 3.755 0.627
C 0.466 2.702 2.453
H 2.734 2.805 -2.385
H 0.969 2.865 -2.151
H 1.699 1.497 -2.986
H 3.869 0.709 -1.574
H 2.493 -0.384 -1.805
H 3.191 -0.150 -0.183
H 3.568 2.799 -0.287
H 2.909 1.780 0.992
H 1.431 4.083 -0.380
H 2.063 4.115 1.259
H -0.488 4.766 0.945
H -1.640 3.436 1.144
H -0.926 3.741 -0.447
H 0.515 3.696 2.899
H 1.357 2.142 2.735
H -0.417 2.193 2.833
C -2.681 1.044 1.221
C -2.477 0.550 -0.176
C -3.377 -0.083 -0.972
C -2.722 -0.407 -2.191
C -1.437 0.027 -2.105
C -0.376 -0.082 -3.147
N -1.245 0.649 -0.858
H -3.375 0.391 1.750
H -3.103 2.049 1.267
H -1.754 1.035 1.809
H -4.401 -0.298 -0.710
H -3.151 -0.913 -3.041
H -0.668 -0.837 -3.875
H 0.585 -0.408 -2.737
H -0.229 0.849 -3.696
C -1.045 -1.921 1.772
Te 0.887 -0.979 1.656
C 1.216 -2.443 0.111
C 0.358 -3.599 0.562
C 0.639 -4.896 0.155
C -0.183 -5.937 0.563
C -1.274 -5.684 1.381
C -1.552 -4.390 1.796
C -0.738 -3.345 1.381
H -1.700 -1.416 1.062
H -1.422 -1.817 2.786
H 2.276 -2.680 0.071
H 0.887 -2.023 -0.841
H 1.499 -5.098 -0.471
H 0.040 -6.948 0.254
H -1.905 -6.499 1.709
H -2.399 -4.197 2.443

66
Properties=species:S:1:pos:R:3 method="wB97M-V/def2-TZVPD" homo_ha=-0.3107 orbital_gap_ha=0.3151 lumo_ev=0.1
H -2.230 -0.419 -2.569
N -1.679 -0.433 -1.676
C -1.568 -1.782 -1.325
C -2.277 -2.858 -2.352
C -0.715 -2.173 0.030
C 0.923 -2.321 -0.246
B 1.580 -1.174 0.735
N 1.248 -1.049 2.242
O 2.559 -0.143 0.238
C 1.300 -3.825 0.369
Br 3.063 -3.986 1.383
N 1.134 -4.826 -0.794
C 0.916 -4.002 -2.080
O 0.455 -4.404 -3.276
C 1.356 -2.409 -1.824
C 2.940 -2.448 -2.249
C 3.583 -1.139 -2.968
C 5.142 -0.984 -3.518
C 6.005 -2.393 -3.250
C 5.184 -3.583 -2.501
N 3.773 -3.664 -2.027
H -2.017 -3.970 -2.013
H -1.726 -2.711 -3.401
H -3.426 -2.685 -2.504
H -1.186 -3.162 0.451
H -0.963 -1.327 0.826
H 0.520 -0.292 2.374
H 0.768 -1.921 2.584
H 2.746 0.483 1.024
H 0.561 -4.252 1.181
H 0.281 -5.451 -0.684
H 0.906 -1.666 -2.608
H 2.860 -0.210 -3.137
H 5.580 -0.036 -4.044
H 7.141 -2.492 -3.601
H 5.824 -4.580 -2.331
O 1.342 3.260 3.931
S 0.362 2.279 4.349
O -0.340 1.434 3.404
C 1.094 1.250 5.606
C 0.796 1.979 6.908
C -0.653 2.450 6.797
C -0.825 3.081 5.416
H 2.162 1.130 5.416
H 0.594 0.278 5.576
H 0.947 1.330 7.776
H 1.460 2.846 7.014
H -1.325 1.589 6.896
H -0.910 3.159 7.590
H -1.832 2.920 5.023
H -0.598 4.150 5.433
O -3.354 1.120 -3.786
S -3.559 2.521 -4.085
O -3.792 3.001 -5.433
C -4.850 3.142 -3.025
C -4.119 3.603 -1.773
C -2.869 4.330 -2.268
C -2.230 3.461 -3.349
H -5.583 2.357 -2.830
H -5.326 3.984 -3.536
H -4.748 4.250 -1.155
H -3.827 2.736 -1.168
H -3.156 5.299 -2.695
H -2.166 4.527 -1.452
H -1.744 4.067 -4.118
H -1.512 2.755 -2.922